# 1
Entry from OMol25: a cluster of 8 separate species, ClH14O7 in total (wB97M-V/def2-TZVPD).

The value obtained for the LUMO energy is 2.85 eV. As for the energy relative to the best compared isomer or geometry (same formula, charge and spin): 48.7 kcal per mole. The value obtained for the highest occupied orbital energy is -4.503 eV.

```
! RIJCOSX wB97M-V def2-TZVPD def2/J DEFGRID3
* xyz -1 1
Cl -25.661 1.425 9.946
O -22.772 4.193 13.942
O -22.591 4.597 6.760
O -20.812 -0.118 9.238
O -26.971 -3.178 12.091
O -30.531 -0.013 9.071
O -28.600 6.176 7.833
O -27.807 1.704 5.518
H -27.762 -3.038 12.612
H -28.783 6.117 6.896
H -22.823 3.897 13.034
H -28.558 5.266 8.127
H -21.655 0.208 9.551
H -27.378 1.671 6.373
H -26.868 -2.369 11.590
H -29.682 0.373 8.854
H -21.840 4.352 14.091
H -23.296 3.996 7.000
H -27.323 1.076 4.982
H -30.443 -0.289 9.984
H -22.696 5.340 7.354
H -20.233 0.643 9.270
*
```


# 2
Entry from OMol25: a cluster of 8 separate species, ClH14O7 in total (wB97M-V/def2-TZVPD).

The value obtained for the LUMO energy is 3.25 eV. As for the energy relative to the best compared isomer or geometry (same formula, charge and spin): 7.8 kcal per mole. The value obtained for the highest occupied orbital energy is -6.807 eV.

```
! RIJCOSX wB97M-V def2-TZVPD def2/J DEFGRID3
* xyz -1 1
Cl -19.979 -23.105 3.254
O -20.386 -19.818 2.376
O -16.989 -21.934 2.460
O -22.472 -21.303 4.952
O -19.600 -22.942 0.012
O -21.152 -24.261 6.214
O -17.694 -25.485 2.950
O -18.673 -20.831 5.436
H -21.795 -21.182 5.627
H -18.176 -20.251 4.851
H -18.376 -25.924 2.433
H -20.158 -23.701 -0.180
H -18.158 -24.724 3.337
H -18.764 -21.656 4.930
H -17.621 -22.447 2.991
H -22.061 -21.910 4.318
H -20.653 -23.787 5.526
H -19.466 -22.985 0.983
H -19.590 -19.442 2.761
H -16.493 -22.601 1.973
H -20.983 -25.189 6.025
H -20.301 -20.775 2.543
*
```


# 3
Entry from OMol25: a cluster of 10 separate species, ClH18O13 in total (wB97M-V/def2-TZVPD).

The value obtained for the LUMO energy is 2.51 eV. As for the energy relative to the best compared isomer or geometry (same formula, charge and spin): 30.5 kcal per mole. The value obtained for the highest occupied orbital energy is -6.909 eV.

```
! RIJCOSX wB97M-V def2-TZVPD def2/J DEFGRID3
* xyz -1 1
Cl 29.537 -7.991 2.198
O 26.922 -6.490 5.037
O 28.757 -6.305 -0.726
O 30.324 -6.852 1.543
O 26.334 -10.782 0.910
O 29.930 -4.787 3.264
O 28.286 -8.272 1.392
O 26.737 -8.241 -0.742
O 29.113 -7.521 3.539
O 29.532 -6.636 6.361
O 30.422 -9.247 2.264
O 28.272 -10.776 2.844
O 26.299 -8.821 3.673
O 27.059 -5.917 2.338
H 28.920 -6.541 5.675
H 27.802 -10.847 2.014
H 26.493 -10.251 0.086
H 25.390 -10.856 1.060
H 26.627 -7.326 4.658
H 27.284 -6.831 2.341
H 26.152 -6.003 5.399
H 29.521 -7.556 6.542
H 30.412 -4.667 4.095
H 29.137 -10.336 2.582
H 29.893 -5.717 3.169
H 27.563 -8.725 -0.884
H 25.494 -9.245 4.009
H 26.712 -8.153 0.202
H 27.921 -6.826 -0.644
H 26.885 -9.560 3.413
H 27.321 -5.811 3.258
H 29.139 -6.370 0.172
*
```


# 4
Entry from OMol25: a cluster of 12 separate species, ClH22O15 in total (wB97M-V/def2-TZVPD).

The value obtained for the LUMO energy is 2.50 eV. As for the energy relative to the best compared isomer or geometry (same formula, charge and spin): 37.0 kcal per mole. The value obtained for the highest occupied orbital energy is -6.646 eV.

```
! RIJCOSX wB97M-V def2-TZVPD def2/J DEFGRID3
* xyz -1 1
Cl 1.877 12.429 -24.504
O 5.406 9.415 -24.532
O 1.296 12.289 -23.112
O -0.926 11.199 -23.163
O 2.380 8.830 -23.160
O -0.247 15.564 -23.310
O 1.200 10.060 -21.129
O 2.376 13.823 -24.725
O 0.910 12.033 -25.603
O 1.714 12.524 -20.510
O -0.821 13.606 -21.146
O 3.060 11.570 -24.638
O 1.721 9.309 -25.649
O 4.316 15.062 -22.730
O 5.293 12.208 -23.519
O -1.243 13.788 -24.988
H 6.005 12.136 -24.142
H 0.819 9.097 -25.856
H 0.257 9.890 -21.210
H 2.094 9.056 -24.037
H 1.733 9.361 -22.586
H 0.025 13.165 -20.908
H 5.688 8.519 -24.706
H 2.263 12.637 -19.705
H -1.393 13.637 -20.367
H 1.177 11.015 -20.921
H -0.950 15.972 -22.855
H -0.835 10.818 -24.029
H -0.404 13.407 -25.218
H 4.526 9.511 -24.903
H 4.476 12.060 -24.000
H 1.832 10.268 -25.717
H 3.445 14.896 -22.361
H 2.366 12.458 -21.163
H -0.269 14.698 -22.919
H -0.950 14.673 -24.623
H -0.144 11.732 -23.109
H 4.209 14.883 -23.661
*
```


# 5
Entry from OMol25: a cluster of 2 separate species, ClH2NO2Si in total (wB97M-V/def2-TZVPD).

The value obtained for the LUMO energy (spin up / spin down) is -1.85 / -1.95 eV. As for the energy relative to the best compared isomer or geometry (same formula, charge and spin): 74.1 kcal per mole. The value obtained for the highest occupied orbital energy (spin up / spin down) is -8.208 / -7.956 eV.

```
! RIJCOSX wB97M-V def2-TZVPD def2/J DEFGRID3
* xyz 0 1
Cl 1.551 2.154 -0.527
Si 1.407 0.355 0.211
O -1.146 -0.214 -0.771
O -2.723 -1.016 0.497
N -2.331 -0.624 -0.599
H 1.704 -0.997 -0.558
H 1.539 0.343 1.747
*
```


# 6
Entry from OMol25: an isolated molecule of ClH2NOS2 (wB97M-V/def2-TZVPD).

The value obtained for the LUMO energy is -1.01 eV. As for the energy relative to the best compared isomer or geometry (same formula, charge and spin): 8.7 kcal per mole. The value obtained for the highest occupied orbital energy is -9.537 eV.

```
! RIJCOSX wB97M-V def2-TZVPD def2/J DEFGRID3
* xyz 0 1
Cl -2.135 -1.657 -0.011
S -1.825 0.389 0.270
S 0.245 1.190 -0.488
O 0.597 2.101 0.588
N 1.165 -0.286 -0.297
H 0.836 -1.046 -0.839
H 1.117 -0.692 0.778
*
```


# 7
Entry from OMol25: a structure of composition ClH2NP2 (wB97M-V/def2-TZVPD).

The value obtained for the LUMO energy (spin up / spin down) is -0.95 / -2.19 eV. As for the energy relative to the best compared isomer or geometry (same formula, charge and spin): 35.6 kcal per mole. The value obtained for the highest occupied orbital energy (spin up / spin down) is -8.608 / -9.567 eV.

```
! RIJCOSX wB97M-V def2-TZVPD def2/J DEFGRID3
* xyz 0 3
Cl 2.850 -0.395 -0.426
P 1.139 -0.595 0.674
P 0.114 1.172 0.084
N -1.997 0.214 -0.081
H 0.449 -1.463 -0.171
H -2.555 1.068 -0.080
*
```


# 8
Entry from OMol25: a cluster of 2 separate species, ClH2O in total (wB97M-V/def2-TZVPD).

The value obtained for the LUMO energy is 4.58 eV. As for the energy relative to the best compared isomer or geometry (same formula, charge and spin): 1.4 kcal per mole. The value obtained for the highest occupied orbital energy is -3.880 eV.

```
! RIJCOSX wB97M-V def2-TZVPD def2/J DEFGRID3
* xyz -1 1
Cl -1.449 -1.781 -0.593
O 0.870 0.557 0.097
H 0.415 1.350 0.460
H 0.165 -0.127 0.035
*
```


# 9
Entry from OMol25: a cluster of 2 separate species, ClH2O2P in total (wB97M-V/def2-TZVPD).

The value obtained for the LUMO energy is -0.71 eV. As for the energy relative to the best compared isomer or geometry (same formula, charge and spin): 33.8 kcal per mole. Its SMILES is O=PCl.O. The value obtained for the highest occupied orbital energy is -10.750 eV.

```
! RIJCOSX wB97M-V def2-TZVPD def2/J DEFGRID3
* xyz 0 1
Cl -1.668 -1.547 -0.840
P 0.104 -2.215 -0.402
O 0.596 -1.694 0.797
O 0.248 1.873 -0.219
H 0.128 1.039 0.288
H 0.592 2.544 0.376
*
```


# 10
Entry from OMol25: an isolated molecule of ClH2O2PS (wB97M-V/def2-TZVPD).

The value obtained for the LUMO energy is 0.12 eV. As for the energy relative to the best compared isomer or geometry (same formula, charge and spin): 8.2 kcal per mole. Its SMILES is OP(O)(=S)Cl. The value obtained for the highest occupied orbital energy is -9.858 eV.

```
! RIJCOSX wB97M-V def2-TZVPD def2/J DEFGRID3
* xyz 0 1
Cl -1.039 1.849 0.060
S -1.578 -1.670 0.211
P -0.350 -0.235 -0.135
O 0.304 -0.052 -1.504
O 0.919 -0.187 0.796
H 1.061 0.480 -1.251
H 0.684 -0.184 1.823
*
```


Maximum force? In order: 0.48, 0.50, 3.94, 3.63, 3.88, 4.40, 3.03, 1.18, 5.52, 3.79 eV/A.